Formula: C3H5NO2
Source: OMol25
Level of theory: the ωB97M-V functional and the def2-TZVPD basis

Summary:
Calculated total energy, Eh: -322.3701
Kohn-Sham gap, Eh: 0.3187
Spin multiplicity: 1
HOMO energy, eV: -9.336
Energy above the lowest of the compared OMol25 structures with the same formula, charge and spin, kcal per mole: 128.2

Cartesian coordinates (Å):
O 1.549 0.508 0.233
C 0.638 -0.457 -0.352
C -0.665 0.258 -0.045
O -0.585 1.504 -0.149
C -1.873 -0.453 -0.476
N -2.707 -1.054 -1.010
H 1.227 0.317 1.259
H 0.842 -0.506 -1.423
H 0.711 -1.420 0.145
H -0.013 -0.050 1.738
H 0.876 1.354 0.081



Formula: C19H22BiN7O4S2
Source: OMol25
Level of theory: the ωB97M-V functional and the def2-TZVPD basis

Summary:
Calculated total energy, Eh: -2432.4801
Kohn-Sham gap (alpha / beta), Eh: 0.2066 / 0.2695
Spin multiplicity: 2
HOMO energy (alpha / beta), eV: -2.842 / -4.580
Total charge: -1
Expectation value of S²: 0.768
Energy above the lowest of the compared OMol25 structures with the same formula, charge and spin, kcal per mole: 0.0

Cartesian coordinates (Å):
Bi -2.750 15.815 6.307
C -0.207 13.553 9.369
C -0.627 14.479 8.253
N -1.798 15.164 8.277
N -2.559 15.095 9.460
C -3.656 15.770 9.497
N -4.301 15.870 10.733
S -4.391 16.683 8.223
C 0.153 14.576 7.085
C 1.416 13.939 6.877
C 2.142 14.195 5.755
C 1.650 15.084 4.777
C 0.380 15.586 4.980
N -0.350 15.356 6.070
H -0.747 13.804 10.269
H -0.396 12.513 9.082
H 0.872 13.650 9.542
H -3.919 15.215 11.403
H -5.306 15.888 10.719
H 1.825 13.247 7.598
H 3.086 13.694 5.615
H 2.200 15.313 3.867
H -0.070 16.229 4.223
O -1.799 18.020 6.469
N -1.762 18.601 5.257
C -0.546 19.064 4.896
C -0.342 19.663 3.694
C -1.441 19.764 2.813
C -2.665 19.289 3.207
C -2.880 18.681 4.475
S -4.398 18.122 4.978
H 0.242 18.889 5.633
H 0.647 20.038 3.437
H -1.329 20.242 1.851
H -3.525 19.334 2.573
N -6.403 14.393 5.145
C -6.329 14.168 6.270
N -6.284 13.954 7.571
C -5.956 12.620 8.038
C -7.237 11.861 8.228
O -8.115 12.535 9.140
C -8.469 13.822 8.628
C -7.243 14.672 8.417
H -5.389 12.696 8.984
H -5.290 12.175 7.308
H -7.019 10.863 8.652
H -7.740 11.771 7.249
H -9.116 14.288 9.367
H -9.019 13.714 7.687
H -6.775 14.854 9.382
H -7.489 15.632 7.962
O -3.522 13.454 6.582
C -3.069 12.932 5.541
O -2.338 13.454 4.698
H -3.342 11.841 5.381



Formula: C30H29N4O
Source: OMol25
Level of theory: the ωB97M-V functional and the def2-TZVPD basis

Summary:
Calculated total energy, Eh: -1454.4911
Kohn-Sham gap, Eh: 0.2224
Spin multiplicity: 1
HOMO energy, eV: -9.238
Total charge: +1
Energy above the lowest of the compared OMol25 structures with the same formula, charge and spin, kcal per mole: 28.0

Cartesian coordinates (Å):
C 6.288 -2.927 2.933
O 5.509 -1.711 3.065
C 4.164 -1.809 2.870
C 3.470 -0.703 2.320
C 2.145 -0.846 1.920
C 1.499 -2.087 2.074
N 0.122 -2.229 1.871
C -0.698 -1.272 1.388
N -1.950 -1.647 1.627
C -3.190 -0.927 1.433
C -1.951 -2.942 2.176
C -0.676 -3.320 2.304
C 2.181 -3.177 2.607
C 3.474 -3.024 3.087
H 7.314 -2.567 3.002
H 6.069 -3.649 3.735
H 6.103 -3.413 1.961
H 3.995 0.237 2.185
H 1.617 -0.006 1.474
H -3.120 -0.239 0.588
H -3.960 -1.690 1.265
H -3.441 -0.345 2.332
H -2.861 -3.415 2.479
H -0.289 -4.238 2.704
H 1.713 -4.156 2.680
H 3.971 -3.877 3.543
C 1.869 -2.190 -3.753
N 0.856 -1.385 -3.100
C 0.661 -1.281 -1.754
C -0.267 -0.249 -1.494
C -0.513 0.387 -0.276
C -0.768 1.744 -0.150
C -0.609 2.741 -1.147
N -1.307 3.849 -0.805
C -1.394 5.052 -1.608
C -1.905 3.669 0.446
C -1.511 2.404 0.934
C -2.034 1.954 2.138
C -3.064 2.692 2.748
C -3.499 3.906 2.194
C -2.885 4.440 1.055
C -0.779 0.162 -2.811
C -0.001 -0.515 -3.774
C -0.091 -0.282 -5.140
C -1.057 0.639 -5.567
C -1.930 1.238 -4.639
C -1.804 0.990 -3.258
H 1.659 -2.225 -4.828
H 2.871 -1.759 -3.604
H 1.866 -3.211 -3.349
H 1.258 -1.848 -1.050
H -0.355 -0.264 0.974
H -0.076 2.657 -2.091
H -2.086 5.751 -1.130
H -0.400 5.514 -1.688
H -1.743 4.814 -2.623
H -1.640 1.036 2.582
H -3.540 2.315 3.657
H -4.318 4.444 2.669
H -3.164 5.402 0.632
H 0.577 -0.808 -5.820
H -1.154 0.852 -6.630
H -2.711 1.911 -4.999
H -2.511 1.430 -2.558



Formula: C21H32AlCl36N2O3P2
Source: OMol25
Level of theory: the ωB97M-V functional and the def2-TZVPD basis

Summary:
Calculated total energy, Eh: -18646.6537
Kohn-Sham gap, Eh: 0.1887
Spin multiplicity: 1
HOMO energy, eV: -3.616
Total charge: -1

Cartesian coordinates (Å):
C 1.562 -0.182 3.100
C 0.370 -0.240 3.139
C -1.068 0.050 3.066
C -1.378 1.527 2.737
C -0.498 2.201 1.664
Al -1.090 1.943 -0.270
C -1.298 -0.026 -0.722
C -0.327 -0.541 -1.805
C -1.005 -0.818 -3.135
N -0.263 -1.615 -4.014
O -2.086 -0.396 -3.468
P 0.527 2.969 -1.695
C 2.232 2.310 -1.255
O 0.547 4.659 -1.374
P -3.081 3.188 -0.533
N -3.327 3.536 -2.247
O -2.751 4.669 0.239
H 2.610 -0.043 3.050
H -1.570 -0.674 2.428
H -1.442 -0.134 4.082
H -2.433 1.602 2.453
H -1.278 2.102 3.665
H -0.583 3.283 1.831
H 0.566 1.964 1.754
H -2.314 -0.164 -1.096
H -1.112 -0.594 0.189
H 0.095 -1.505 -1.489
H 0.520 0.123 -2.015
H -0.579 -1.484 -4.966
H 0.731 -1.465 -3.914
H 2.879 3.148 -0.988
H 2.141 1.607 -0.424
H 2.642 1.754 -2.100
H 0.390 5.070 -2.228
H -4.332 3.546 -2.386
H -3.008 4.490 -2.403
H -1.991 5.057 -0.219
C 5.584 -0.065 -0.201
Cl 5.668 0.153 -1.953
Cl 6.151 1.384 0.636
Cl 3.947 -0.476 0.288
H 6.232 -0.889 0.069
C -3.478 -2.914 -0.110
Cl -4.760 -4.102 0.151
Cl -3.703 -1.530 0.959
Cl -1.888 -3.640 0.132
H -3.539 -2.562 -1.134
C 4.015 -2.630 -5.855
Cl 3.590 -1.596 -4.493
Cl 3.453 -4.279 -5.581
Cl 3.344 -1.989 -7.358
H 5.093 -2.649 -5.946
C 1.615 2.125 6.779
Cl 1.313 1.235 5.281
Cl 2.839 3.373 6.506
Cl 0.116 2.852 7.380
H 1.983 1.442 7.534
C 0.894 -5.462 -8.877
Cl 0.269 -4.796 -7.374
Cl 1.351 -4.174 -9.994
Cl 2.274 -6.528 -8.572
H 0.113 -6.048 -9.342
C 4.679 4.356 2.647
Cl 3.441 3.220 3.167
Cl 4.491 5.878 3.528
Cl 6.317 3.722 2.884
H 4.539 4.558 1.592
C -8.511 -2.526 -0.540
Cl -7.006 -2.017 0.221
Cl -8.280 -2.836 -2.261
Cl -9.159 -3.955 0.274
H -9.227 -1.721 -0.434
C 8.512 1.331 5.293
Cl 8.405 0.403 3.794
Cl 9.565 2.734 5.081
Cl 6.912 1.828 5.833
H 8.946 0.696 6.053
C 2.878 8.551 1.185
Cl 4.642 8.459 1.225
Cl 2.347 10.141 0.620
Cl 2.206 7.268 0.185
H 2.514 8.414 2.195
C -5.693 -2.769 3.789
Cl -7.028 -3.860 4.170
Cl -5.751 -1.334 4.820
Cl -4.145 -3.593 3.954
H -5.800 -2.449 2.760
C -9.944 -0.901 4.435
Cl -11.292 0.236 4.332
Cl -10.279 -2.154 5.633
Cl -9.608 -1.618 2.861
H -9.064 -0.357 4.753
C 3.737 -9.375 -6.513
Cl 2.598 -10.645 -6.062
Cl 4.083 -8.327 -5.140
Cl 5.225 -10.073 -7.161
H 3.281 -8.775 -7.289



Formula: C36H44F4O4
Source: OMol25
Level of theory: the ωB97M-V functional and the def2-TZVPD basis

Summary:
Calculated total energy, Eh: -2098.5463
Kohn-Sham gap, Eh: 0.3518
SMILES: Fc1ccccc1.Fc1ccccc1.Fc1ccccc1.Fc1ccccc1.CC(C)=O.CC(C)=O.CC(C)=O.CC(C)=O
Spin multiplicity: 1
HOMO energy, eV: -9.179
Energy above the lowest of the compared OMol25 structures with the same formula, charge and spin, kcal per mole: 22.7

Cartesian coordinates (Å):
F -2.074 5.693 -5.702
C -1.933 5.013 -4.521
C -0.706 5.006 -3.927
C -0.530 4.346 -2.681
C -1.630 3.689 -2.114
C -2.837 3.724 -2.743
C -3.036 4.357 -3.963
H 0.128 5.479 -4.443
H 0.503 4.306 -2.290
H -1.510 3.194 -1.148
H -3.749 3.285 -2.302
H -4.040 4.438 -4.399
F -1.577 -2.925 1.210
C -2.026 -3.281 -0.053
C -3.368 -3.425 -0.343
C -3.771 -3.750 -1.623
C -2.838 -3.887 -2.631
C -1.474 -3.761 -2.339
C -1.073 -3.525 -1.046
H -4.104 -3.248 0.471
H -4.844 -3.815 -1.871
H -3.140 -4.041 -3.657
H -0.732 -3.864 -3.114
H -0.040 -3.373 -0.722
F -6.396 0.521 -3.593
C -5.039 0.321 -3.565
C -4.377 0.478 -4.766
C -3.044 0.102 -4.871
C -2.343 -0.394 -3.763
C -3.035 -0.523 -2.563
C -4.402 -0.176 -2.439
H -4.976 0.900 -5.584
H -2.509 0.186 -5.836
H -1.300 -0.707 -3.828
H -2.478 -0.936 -1.719
H -4.921 -0.417 -1.520
F -0.742 0.302 -0.700
C 0.622 0.181 -0.546
C 1.101 -0.241 0.695
C 2.468 -0.467 0.812
C 3.289 -0.191 -0.251
C 2.773 0.342 -1.417
C 1.431 0.538 -1.581
H 0.380 -0.333 1.474
H 2.815 -0.891 1.747
H 4.377 -0.228 -0.130
H 3.428 0.617 -2.246
H 1.012 0.976 -2.459
C -2.251 1.242 2.073
C -3.306 1.801 3.029
C -4.096 0.704 3.725
O -3.445 2.969 3.186
H -2.417 1.392 1.006
H -2.145 0.166 2.211
H -1.282 1.687 2.247
H -4.721 1.117 4.530
H -3.387 -0.068 4.058
H -4.735 0.294 2.939
C 3.372 3.192 1.773
C 3.911 3.237 3.194
C 4.316 4.608 3.746
O 3.992 2.282 3.900
H 3.410 2.194 1.369
H 3.960 3.878 1.132
H 2.331 3.499 1.816
H 5.399 4.694 3.875
H 3.959 4.815 4.752
H 4.064 5.456 3.159
C 6.593 -5.375 0.364
C 5.475 -4.514 -0.252
C 4.467 -3.893 0.704
O 5.553 -4.140 -1.366
H 6.310 -6.225 0.973
H 7.092 -4.731 1.075
H 7.233 -5.701 -0.458
H 4.029 -4.721 1.358
H 3.688 -3.367 0.186
H 5.074 -3.274 1.404
C 0.430 -2.437 4.042
C 0.430 -0.929 4.233
C 1.771 -0.311 4.508
O -0.561 -0.292 4.267
H 0.992 -2.874 4.885
H 0.968 -2.709 3.111
H -0.587 -2.831 4.026
H 2.623 -0.852 4.118
H 1.947 -0.281 5.586
H 1.812 0.704 4.115



Question: Which value of spin multiplicity does entry 4 give?
Answer: 1